76
Properties=species:S:1:pos:R:3:mulliken_charge:R:1 method="wB97M-V/def2-TZVPD" homo_energy_ev=-4.62 total_charge=-1 de_lowest_kj_mol=36.87 e_tot_ha=-6147.3326 fmax_ev_per_a=0.955
Cd -0.0057 0.7903 -0.1306 3.532
C 4.5978 -1.0248 2.3143 -1.422
C 3.3295 -1.6151 1.7539 0.478
C 2.9643 -2.9355 1.9598 -0.507
C 1.7705 -3.4039 1.4422 -0.798
C 0.9667 -2.5244 0.7310 -0.014
Br -0.6652 -3.1995 0.0666 -0.093
N 1.3000 -1.2614 0.5033 0.373
C 2.4647 -0.8312 1.0077 -0.632
H 5.2937 -1.8066 2.6183 0.397
H 4.3748 -0.4063 3.1868 0.277
H 5.0826 -0.3868 1.5746 0.357
H 3.6109 -3.6008 2.5212 0.360
H 1.4533 -4.4264 1.5826 0.470
H 2.7082 0.2042 0.7997 0.543
C 0.6764 1.4030 4.3161 -1.696
C -0.1519 2.3345 3.4462 1.163
O -0.7757 3.3507 4.2156 -0.611
P -1.4187 1.3348 2.5393 -0.009
O -2.0692 2.2608 1.4408 -0.472
O -2.5910 1.1175 3.6095 -0.514
O -0.9367 0.0339 2.0043 -0.638
P 0.8123 3.0908 2.0599 0.252
O 2.0370 3.8409 2.8028 -0.565
O -0.1156 4.1198 1.4889 -0.798
O 1.3532 1.9659 1.2158 -0.425
H 0.0572 0.9877 5.1135 0.411
H 1.5091 1.9525 4.7570 0.389
H 1.0634 0.5918 3.6989 0.299
H -0.9541 4.0921 3.6181 0.440
H -1.5258 3.0836 1.2408 0.426
H -3.1395 0.3654 3.3394 0.375
H 2.1203 4.7220 2.4080 0.319
O -2.9056 -0.8224 -2.7223 -0.725
C -2.3671 -0.0466 -1.9166 -0.476
O -1.4114 -0.4027 -1.1461 -1.221
C -2.8921 1.3736 -1.8232 0.711
C -4.2808 1.4961 -1.8252 -0.479
C -4.9069 2.7264 -1.7334 -0.662
C -4.1315 3.8758 -1.6664 -0.570
C -2.7506 3.7768 -1.6926 -0.894
C -2.1003 2.5387 -1.7534 0.851
S -0.3211 2.5835 -1.7750 -0.761
H -4.8639 0.5860 -1.8928 0.408
H -5.9895 2.7845 -1.7218 0.373
H -4.6006 4.8492 -1.5834 0.363
H -2.1360 4.6689 -1.6623 0.398
C -1.2279 -4.8238 -3.5097 -1.016
C 0.1387 -4.3886 -4.0433 -0.480
C 0.7303 -3.2242 -3.2529 -0.417
N 0.0435 -1.9946 -3.5927 0.715
C 0.5712 -0.7717 -3.4501 -0.060
S 2.0149 -0.4558 -2.6553 -0.329
N -0.1045 0.2840 -4.0200 0.290
C -1.1083 0.3301 -4.9833 -0.081
O -1.6641 1.3739 -5.2295 -0.646
C -1.3746 -0.8879 -5.8256 0.295
C -0.3895 -1.3354 -6.7003 -0.019
C -0.6452 -2.4050 -7.5443 -0.720
C -1.8808 -3.0399 -7.5051 -0.405
C -2.8684 -2.5806 -6.6430 -0.728
C -2.6257 -1.4900 -5.8176 -0.062
H -1.6469 -5.6315 -4.1129 0.357
H -1.9406 -3.9936 -3.5219 0.214
H -1.1402 -5.1680 -2.4762 0.253
H 0.0539 -4.0983 -5.0936 0.131
H 0.8373 -5.2275 -3.9845 0.429
H 1.7827 -3.0846 -3.4855 0.603
H 0.6609 -3.4323 -2.1804 -0.254
H -0.9637 -2.0331 -3.6773 -0.204
H 0.0673 1.1890 -3.5630 0.069
H 0.5745 -0.8383 -6.7130 0.427
H 0.1184 -2.7452 -8.2337 0.385
H -2.0755 -3.8872 -8.1528 0.378
H -3.8367 -3.0665 -6.6214 0.410
H -3.3783 -1.1121 -5.1351 0.476